No. 1
The following is a DFT calculation (ωB97M-V/def2-TZVPD) of C57H31BrCdF15GeIN4O3P2S2 as an isolated structure in a non-equilibrium geometry.

ORCA input file:
```
! wB97M-V def2-TZVPD RIJCOSX def2/J DEFGRID3
* xyz 0 1
Cd 0.229 -0.259 -0.004
N -2.619 0.337 1.278
P -2.434 -0.841 0.026
C -2.981 -2.405 0.644
C -2.153 -3.485 0.274
C -2.305 -4.764 0.729
C -3.349 -5.110 1.533
C -4.181 -4.035 1.961
C -4.069 -2.712 1.478
C -3.603 -0.435 -1.342
C -4.937 -0.812 -1.188
C -5.872 -0.441 -2.124
C -5.438 0.176 -3.292
C -4.096 0.468 -3.523
C -3.179 0.112 -2.569
P -1.172 0.907 2.012
C -1.481 2.645 2.538
C -2.522 2.899 3.475
C -2.821 4.146 3.924
C -2.011 5.230 3.440
C -1.049 5.010 2.479
C -0.795 3.717 2.000
C -0.993 0.062 3.597
C -0.056 0.438 4.535
C 0.146 -0.252 5.748
C -0.677 -1.343 6.054
C -1.645 -1.724 5.117
C -1.784 -1.049 3.951
H -3.489 0.450 1.749
H -1.344 -3.263 -0.418
H -1.687 -5.566 0.430
H -3.531 -6.123 1.843
H -5.014 -4.216 2.617
H -4.785 -1.983 1.845
H -5.162 -1.312 -0.222
H -6.909 -0.796 -2.090
H -6.108 0.452 -4.083
H -3.743 0.931 -4.497
H -2.087 0.295 -2.698
H -3.060 2.051 3.928
H -3.512 4.233 4.761
H -2.248 6.252 3.591
H -0.628 5.862 1.983
H -0.023 3.608 1.278
H 0.641 1.289 4.416
H 0.905 0.130 6.423
H -0.538 -1.839 6.996
H -2.225 -2.581 5.319
H -2.505 -1.422 3.222
O -1.554 -10.072 2.266
S -1.262 -8.998 1.346
O -0.567 -9.336 0.109
O -2.291 -7.991 1.216
C 0.090 -7.996 2.163
N 0.963 -8.676 2.903
C 1.971 -7.925 3.391
C 2.100 -6.570 3.146
C 1.129 -6.002 2.363
N 0.136 -6.721 1.865
C 1.162 -4.597 1.909
C 1.329 -3.564 2.768
C 1.294 -2.269 2.187
N 1.136 -2.108 0.845
C 1.048 -3.179 0.045
C 1.072 -4.454 0.543
H 2.760 -8.454 3.871
H 2.943 -6.024 3.456
H 1.453 -3.709 3.813
H 1.342 -1.359 2.755
H 0.856 -2.977 -0.957
H 0.982 -5.295 -0.105
Br 5.961 2.246 2.643
C 6.071 2.308 0.779
C 6.770 3.296 0.159
C 6.858 3.298 -1.216
C 6.179 2.365 -1.973
C 5.421 1.415 -1.379
C 5.444 1.309 0.002
I 4.309 -0.230 0.908
H 7.306 4.070 0.672
H 7.535 3.972 -1.712
H 6.173 2.409 -3.063
H 4.974 0.689 -2.093
F -0.641 3.653 -5.243
C -1.410 3.525 -4.147
C -0.803 3.091 -2.985
C -1.575 3.174 -1.831
F -1.144 2.696 -0.648
C -2.894 3.580 -1.776
F -3.542 3.632 -0.638
C -3.492 3.922 -2.971
F -4.750 4.376 -3.013
C -2.708 3.976 -4.110
F -3.285 4.278 -5.293
Ge 0.969 2.196 -2.849
S 1.179 0.090 -2.223
C 1.792 1.969 -4.633
C 3.124 2.212 -5.022
F 3.911 2.961 -4.269
C 3.665 1.708 -6.143
F 4.908 2.013 -6.480
C 2.900 0.867 -6.953
F 3.405 0.450 -8.112
C 1.615 0.582 -6.654
F 0.879 -0.245 -7.432
C 1.076 1.146 -5.458
F -0.180 0.849 -5.204
C 1.919 3.460 -1.703
C 2.419 3.326 -0.434
F 2.166 2.241 0.335
C 3.130 4.353 0.185
F 3.534 4.163 1.439
C 3.469 5.525 -0.479
F 4.146 6.472 0.115
C 2.952 5.641 -1.747
F 3.132 6.737 -2.495
C 2.200 4.630 -2.317
F 1.738 4.946 -3.582
*
```

Calculated values
Strongest force on any atom   3.0 eV/Å
LUMO level   -0.73 eV

---

No. 2
The following is a DFT calculation (ωB97M-V/def2-TZVPD) of a 2-piece molecular cluster, C2H8N5OS overall in a non-equilibrium geometry.

ORCA input file:
```
! wB97M-V def2-TZVPD RIJCOSX def2/J DEFGRID3
* xyz 1 1
C 1.530 -0.369 -0.043
C -2.187 -1.082 -0.243
N 2.695 -0.810 0.441
N 1.218 -0.132 -1.309
N -2.852 -0.113 -0.522
N -0.661 0.427 0.813
N 0.629 -0.019 0.855
O -1.406 -1.860 -0.059
S -1.146 1.949 0.270
H 3.311 -1.152 -0.305
H 3.072 -0.904 1.396
H 1.862 -0.152 -2.076
H 0.340 0.315 -1.414
H -2.296 1.156 0.110
H -3.555 0.099 -1.136
H 0.849 -0.073 1.842
H -1.403 2.720 1.380
*
```

Calculated values
Strongest force on any atom   4.7 eV/Å
LUMO level   -2.87 eV

---

No. 3
The following is a DFT calculation (ωB97M-V/def2-TZVPD) of a 4-piece molecular cluster, C2H14N3O3 overall in a non-equilibrium geometry.

ORCA input file:
```
! wB97M-V def2-TZVPD RIJCOSX def2/J DEFGRID3
* xyz 0 2
C 1.943 1.326 1.066
N 1.159 0.267 0.495
C 0.669 -0.733 1.210
N -0.292 -1.532 0.735
N 1.216 -1.009 2.411
H 1.413 2.247 0.917
H 2.838 1.530 0.487
H 2.167 1.235 2.110
H 0.708 0.530 -0.407
H -0.765 -1.435 -0.152
H -0.520 -2.367 1.229
H 0.741 -1.648 3.021
H 2.249 -0.921 2.544
H -2.824 0.815 -0.510
H -3.231 1.978 -1.296
O -2.543 1.308 -1.273
H -0.800 1.356 -1.812
H 0.297 0.832 -2.712
O 0.172 1.242 -1.826
H -0.880 -1.880 -2.472
H -2.260 -1.344 -2.052
O -1.458 -1.798 -1.712
*
```

Calculated values
Strongest force on any atom   1.7 eV/Å
LUMO level (spin up / spin down)   0.48 / 0.40 eV

---

What is the formula in the first record?
C57H31BrCdF15GeIN4O3P2S2